(1)
The following is a DFT calculation (ωB97M-V/def2-TZVPD) of a 9-piece molecular cluster, C21H37N3O26S6 overall.

The geometry in XYZ format:
```
93
Properties=species:S:1:pos:R:3
C -5.22834 0.04154 -4.75480
N -5.29214 -0.08390 -3.30204
O -6.38496 -0.13216 -2.74428
O -4.17684 -0.16066 -2.78591
H -5.83178 0.92790 -4.95057
H -5.80341 -0.81738 -5.10071
H -4.29101 0.08931 -5.30909
O 4.33116 -0.41489 -5.37696
S 3.03606 0.34094 -5.06843
O 3.05242 1.69441 -4.43989
O 2.12560 0.39718 -6.45062
C 0.80314 0.46745 -6.15978
C 0.57740 -0.43617 -4.94877
O 1.86561 -0.58076 -4.34440
H 0.41155 1.47568 -6.02473
H 0.24110 0.04000 -6.99014
H 0.22987 -1.42927 -5.23351
H -0.04947 0.01001 -4.17673
O -0.68262 -2.45441 2.04088
S -1.02485 -1.09962 1.60405
O -1.67664 -0.21831 2.57827
O 0.28302 -0.41650 0.75782
C -0.10029 0.20280 -0.44730
C -1.62662 -0.00331 -0.65270
O -1.89173 -1.06648 0.20638
H 0.14524 1.26178 -0.36748
H 0.49850 -0.15399 -1.28531
H -1.72997 -0.34948 -1.68109
H -2.26685 0.74686 -0.18853
O 3.68633 -3.56024 1.76629
S 3.38262 -3.40859 3.15303
O 3.32693 -4.56783 4.08603
O 4.42401 -2.24682 3.68579
C 3.77938 -1.25430 4.36626
C 2.50061 -1.08402 3.45934
O 2.06305 -2.43552 3.38703
H 3.49328 -1.59951 5.35978
H 4.41323 -0.36799 4.39437
H 2.66324 -0.69861 2.45280
H 1.85853 -0.54207 4.15370
O -0.45427 4.53506 -1.89709
S 0.18539 3.69528 -2.90931
O 0.31742 2.20459 -2.78563
O -0.29466 4.23144 -4.46323
C 0.32002 5.41459 -4.94666
C 1.70416 5.39632 -4.11713
O 1.70380 4.27109 -3.30460
H 0.45650 5.54610 -6.02006
H -0.43557 6.09045 -4.54616
H 1.90156 6.25966 -3.48168
H 2.51493 5.16983 -4.80955
O -4.70898 0.40897 1.66332
S -4.99270 -0.45288 2.80869
O -5.00063 -1.85777 2.56682
O -4.09227 0.05032 4.11872
C -4.63026 1.21677 4.65857
C -6.09164 1.35221 4.15003
O -6.37254 0.09836 3.64669
H -4.60169 1.08126 5.73973
H -3.95700 1.98250 4.27323
H -6.18707 2.17330 3.43954
H -6.78101 1.57695 4.96388
O -0.28191 -2.72179 -2.63391
S 0.10196 -4.16041 -2.39769
O 0.36315 -5.04352 -3.57811
O 1.43195 -4.43634 -1.33512
C 0.99063 -4.54070 -0.03608
C -0.26582 -5.38364 -0.12152
O -0.90549 -4.94770 -1.26879
H 1.76719 -5.05607 0.52913
H 0.84754 -3.51251 0.29627
H -0.84613 -5.35894 0.80083
H -0.04817 -6.45025 -0.17687
C 4.02936 0.09592 0.00631
C 3.59018 0.71884 -1.17050
C 3.91305 2.06892 -1.18506
N 4.85448 2.13878 -0.20685
C 4.80173 1.06584 0.63568
H 3.78676 -0.87326 0.41648
H 2.96262 0.33605 -1.96171
H 3.79550 2.90182 -1.86245
H 5.30139 3.01364 0.02764
H 5.32035 1.10079 1.58236
C 0.64500 1.18720 6.04594
C 0.73881 0.01723 6.78083
C -0.34320 -0.79464 6.49504
N -1.11628 -0.10034 5.57635
C -0.53069 1.05929 5.30669
H 1.36019 1.99604 6.07216
H 1.53563 -0.24138 7.46245
H -0.55051 -1.79300 6.85099
H -1.83945 -0.54236 5.02705
H -1.04806 1.69857 4.60665
```

Properties
energy above the lowest of the compared OMol25 structures with the same formula, charge and spin = 588.8 kJ/mol
E_LUMO = -0.004 Eh
frontier orbital gap = 7.9176 eV
highest occupied orbital energy = -0.295 Eh
structure (SMILES) = C[N+](=O)[O-].O=S1(=O)OCCO1.O=S1(=O)OCCO1.O=S1(=O)OCCO1.O=S1(=O)OCCO1.O=S1(=O)OCCO1.O=S1(=O)OCCO1.c1cc[nH]c1.c1cc[nH]c1

Atomic partial charges in e from the Mulliken method, atoms 1 to 8: C -0.7575; N 0.8573; O -0.5011; O -0.4826; H 0.3021; H 0.3064; H 0.2720; O -0.5787

=====

(2)
The following is a DFT calculation (ωB97M-V/def2-TZVPD) of a 3-piece molecular cluster, C14H34F5N2O3PSi overall.

The geometry in XYZ format:
```
60
Properties=species:S:1:pos:R:3
O -0.43934 -1.78730 1.57680
P -0.07471 -0.57770 2.53787
O 0.67720 -1.07343 4.04955
O 0.95398 0.61792 1.78857
Si -1.94753 0.45313 3.09459
C -3.33101 0.35649 1.75854
F -2.80606 0.22187 0.34929
F -4.07241 1.67101 1.83178
C -4.35503 -0.86643 2.14269
F -4.55072 -1.68330 0.89382
F -5.63391 -0.24608 2.61579
F -3.85612 -1.79809 3.18119
H -0.03798 -1.66145 4.47565
H 0.93721 0.52005 0.77671
H -1.59578 1.87184 3.26471
H -2.47410 -0.00169 4.38245
C -5.12379 -1.70351 -6.15975
C -4.42399 -2.34507 -4.96553
N -3.66718 -1.39517 -4.14518
C -2.75948 -2.04359 -3.19339
C -3.38387 -2.89552 -2.09334
C -4.41537 -0.25367 -3.61653
C -5.63732 -0.54627 -2.75239
H -4.41742 -1.13593 -6.77507
H -5.56883 -2.48007 -6.79154
H -5.93127 -1.03445 -5.84852
H -3.73102 -3.09269 -5.37043
H -5.16457 -2.89434 -4.37149
H -2.11621 -1.28493 -2.72979
H -2.07024 -2.68035 -3.76299
H -3.85256 -2.28045 -1.32285
H -2.60306 -3.48374 -1.59788
H -4.12390 -3.60084 -2.48064
H -4.74004 0.36457 -4.46255
H -3.73584 0.40116 -3.05437
H -6.28399 -1.31475 -3.18416
H -6.24013 0.36348 -2.65049
H -5.35587 -0.85299 -1.74341
C 6.66057 4.02768 2.88145
C 6.01334 2.66341 3.09909
N 5.13325 2.24660 2.00375
C 4.28580 1.09917 2.34361
C 4.97998 -0.22670 2.63673
C 5.73194 2.20742 0.66872
C 6.95992 1.32565 0.46845
H 5.90710 4.79545 2.67524
H 7.20673 4.32841 3.78229
H 7.37781 4.01206 2.05571
H 5.42101 2.73861 4.01918
H 6.79912 1.92306 3.29258
H 3.54864 0.94262 1.54587
H 3.68801 1.36882 3.22389
H 5.35679 -0.69558 1.72580
H 4.26178 -0.92617 3.07952
H 5.80533 -0.11827 3.34538
H 6.00158 3.23193 0.38400
H 4.96862 1.91950 -0.06684
H 7.70087 1.44912 1.26275
H 7.45070 1.59011 -0.47527
H 6.69341 0.26940 0.40039
```

Properties
energy above the lowest of the compared OMol25 structures with the same formula, charge and spin = 397.3 kJ/mol
E_LUMO = -0.012 Eh
frontier orbital gap = 7.6069 eV
highest occupied orbital energy = -0.291 Eh
structure (SMILES) = O=P(O)(O)[SiH2]C(F)(F)C(F)(F)F.CCN(CC)CC.CCN(CC)CC

Atomic partial charges in e from the Mulliken method, atoms 1 to 8: O -0.6148; P 0.8414; O -0.5119; O -0.5138; Si 0.2266; C 0.5853; F -0.1951; F -0.2761

=====

(3)
The following is a DFT calculation (ωB97M-V/def2-TZVPD) of a 7-piece molecular cluster, C26H45Br14FN3O4 overall.

The geometry in XYZ format:
```
93
Properties=species:S:1:pos:R:3
C 3.94052 -3.79876 0.07566
C 5.19736 -3.50006 0.94898
C 5.73659 -4.91944 1.32623
C 4.81723 -2.82581 2.29417
C 4.66908 -1.28147 2.24797
O 4.85205 -0.83752 3.63040
C 4.96605 0.46656 3.71230
N 5.23501 1.56432 3.90368
C 3.22172 -0.90251 1.80550
O 2.92394 0.21162 1.48699
N 2.17498 -1.90885 1.76497
C 1.13163 -1.52344 0.90831
O 1.09349 -1.92472 -0.22552
F 0.14910 -0.73984 1.33172
C 5.69298 -0.60326 1.31278
C 6.05783 -1.37593 0.01760
C 7.44956 -0.79628 -0.43030
C 5.11787 -1.04729 -1.18590
N 6.27890 -2.82728 0.21470
O 7.42845 -3.05877 0.75112
H 3.42131 -2.88892 -0.22260
H 3.26813 -4.39306 0.70601
H 4.23828 -4.43335 -0.76664
H 6.15076 -5.41662 0.44089
H 4.86029 -5.51487 1.63075
H 6.43465 -4.89677 2.16499
H 5.64394 -3.03454 2.99325
H 3.94065 -3.31104 2.74101
H 1.84087 -2.12861 2.70181
H 6.63816 -0.38413 1.82866
H 5.27539 0.36346 0.99196
H 7.85812 -1.44466 -1.21451
H 7.24819 0.20539 -0.83853
H 8.13735 -0.66386 0.40759
H 5.46258 -0.17570 -1.73778
H 4.05774 -0.99382 -0.91423
H 5.20990 -1.90555 -1.87345
Br -1.86392 2.13880 -2.43554
C -1.13397 0.76368 -3.60537
C -1.47113 -0.60134 -3.07383
Br -0.33020 -1.08287 -1.51345
H -0.06642 0.94806 -3.68904
H -1.60271 0.92799 -4.57548
H -1.27125 -1.36758 -3.82191
H -2.50607 -0.68043 -2.74505
Br -6.20273 3.69092 -1.87440
C -6.71974 1.84252 -2.19917
C -5.52125 0.99436 -2.52321
Br -4.90232 1.27862 -4.34563
H -7.46614 1.85277 -2.98715
H -7.18108 1.50854 -1.27101
H -5.77767 -0.06258 -2.47487
H -4.67445 1.18971 -1.87031
Br -6.46826 -0.41818 1.69961
C -4.82171 -1.05178 2.53174
C -3.62858 -0.80359 1.65232
Br -3.54239 -2.08337 0.18692
H -4.96925 -2.10280 2.76301
H -4.73573 -0.48534 3.45717
H -2.70643 -0.94807 2.21148
H -3.62724 0.18715 1.20787
Br 7.61095 3.09517 0.85920
C 8.11533 3.86226 -0.85851
C 6.91402 4.38966 -1.59717
Br 5.87798 2.94365 -2.38267
H 8.64690 3.09069 -1.40671
H 8.80137 4.67224 -0.61873
H 7.22269 5.00944 -2.43665
H 6.23858 4.95461 -0.96259
Br -6.26261 0.50911 5.49570
C -6.42764 -1.40156 5.82607
C -5.71413 -1.80527 7.08735
Br -3.78759 -1.87431 6.81768
H -6.05143 -1.90930 4.94358
H -7.49689 -1.58228 5.91584
H -5.99860 -2.81412 7.37939
H -5.89491 -1.12625 7.91440
Br -6.69973 1.58326 -10.20774
C -6.42641 2.26480 -8.40464
C -5.09385 2.95095 -8.26976
Br -3.63909 1.66438 -8.15085
H -6.54173 1.42411 -7.72766
H -7.23686 2.97264 -8.24279
H -5.05047 3.51643 -7.34059
H -4.86656 3.60896 -9.10243
Br -6.62442 5.58875 1.97565
C -6.85194 3.65592 1.91711
C -6.17676 2.97731 3.07732
Br -4.24781 2.88284 2.82867
H -6.47827 3.32479 0.95292
H -7.92828 3.49863 1.96030
H -6.50298 1.94248 3.15239
H -6.34964 3.48051 4.02413
```

Properties
E_LUMO (spin up / spin down) = -0.007 / -0.013 Eh
multiplicity = 2
frontier orbital gap (spin up / spin down) = 8.9984 / 8.9843 eV
highest occupied orbital energy (spin up / spin down) = -0.338 / -0.343 Eh

Atomic partial charges in e from the Mulliken method, atoms 1 to 8: C -1.6487; C 1.4642; C -1.6559; C -2.0873; C 2.7171; O -0.5739; C 0.5385; N -0.5093